Density functional theory data (ωB97M-V with the def2-TZVPD basis set) for an isolated molecule of C19H19N3O2 in a non-equilibrium geometry.

Geometry (Å):
1 C 0.90935 2.55476 -0.56329
2 C 2.07068 2.13624 0.34064
3 C 3.26207 3.06796 0.10877
4 C 1.63932 2.20352 1.81231
5 C 2.53643 0.69109 0.09799
6 O 3.70141 0.37422 0.20152
7 N 1.52416 -0.18133 -0.17397
8 C 1.58813 -1.56235 -0.30208
9 C 2.80282 -2.22713 -0.45658
10 C 2.84880 -3.60048 -0.58742
11 C 1.67889 -4.34319 -0.56521
12 C 0.46913 -3.70538 -0.39112
13 C 0.39051 -2.31640 -0.24751
14 C -0.91978 -1.70062 -0.06013
15 N -1.14329 -0.50973 -0.52900
16 C -2.37425 0.07109 -0.43795
17 C -2.61102 1.31185 -1.04168
18 C -3.85421 1.89456 -0.95455
19 C -4.88730 1.25879 -0.26841
20 C -4.68445 0.02937 0.32032
21 C -3.43218 -0.57387 0.23373
22 N -3.16299 -1.79745 0.78561
23 C -1.95814 -2.45653 0.69172
24 O -1.81737 -3.53204 1.23923
25 H -0.02957 2.11404 -0.23803
26 H 1.09952 2.27266 -1.59686
27 H 0.79442 3.63644 -0.52191
28 H 3.02371 4.07805 0.43336
29 H 4.12642 2.71250 0.66267
30 H 3.52260 3.08979 -0.94694
31 H 2.47216 1.94135 2.46064
32 H 1.31142 3.21115 2.05960
33 H 0.81937 1.51473 2.00978
34 H 0.57379 0.17316 -0.25798
35 H 3.71090 -1.64897 -0.47636
36 H 3.80225 -4.09042 -0.71653
37 H 1.70872 -5.41554 -0.68223
38 H -0.43652 -4.28838 -0.37729
39 H -1.81093 1.78491 -1.58776
40 H -4.03399 2.84969 -1.42322
41 H -5.85667 1.72880 -0.20405
42 H -5.48337 -0.47601 0.84332
43 H -3.89096 -2.27487 1.30683

Values from the calculation:
Orbital gap ... 7.58 eV
DFT total energy ... -1050.23889 a.u.
SMILES string ... CC(C)(C)C(=O)Nc1ccccc1-c1nc2ccccc2[nH]c1=O

Density functional theory data (ωB97M-V with the def2-TZVPD basis set) for the ion C3H8S with charge +1 in a non-equilibrium geometry.

Geometry (Å):
1 C 0.56628 -2.18146 0.20733
2 C -0.48722 -1.11620 0.29117
3 C -0.10861 -0.02055 -0.70853
4 S -0.07743 1.74048 0.11454
5 H 0.48927 -3.12757 0.79034
6 H 1.49048 -1.60732 0.35221
7 H 0.64936 -2.46488 -0.79684
8 H -1.48697 -1.55291 -0.24741
9 H -0.72765 -0.71465 1.32411
10 H -0.99096 0.05110 -1.42641
11 H 0.74612 -0.31295 -1.15059
12 H 1.24654 1.79080 0.58211

Values from the calculation:
Orbital gap (spin up / spin down) ... 11.64 / 6.69 eV
2S+1 ... 2
DFT total energy ... -516.89889 a.u.
<S²> ... 0.754
Net charge ... +1

Density functional theory data (ωB97M-V with the def2-TZVPD basis set) for a cluster of 11 separate species, C56H130Cl4 in total in a non-equilibrium geometry.

Geometry (Å):
1 C 14.99617 14.25855 17.73729
2 C 15.41435 14.15034 19.21333
3 C 15.59282 12.67585 19.66462
4 C 16.07704 12.57180 21.15554
5 C 16.40280 11.14835 21.63072
6 C 15.19209 10.17546 21.67770
7 H 15.16333 15.28832 17.29854
8 H 13.97602 13.99666 17.55497
9 H 15.58304 13.54900 17.15675
10 H 16.42177 14.62409 19.39764
11 H 14.71609 14.67175 19.84299
12 H 16.46829 12.28548 19.08088
13 H 14.74111 11.99247 19.38289
14 H 16.93671 13.13696 21.36256
15 H 15.23450 13.00874 21.71706
16 H 17.11777 10.73727 20.95269
17 H 16.80614 11.22683 22.61872
18 H 14.64658 10.06484 20.76375
19 H 15.50576 9.20500 22.03193
20 H 14.48962 10.68428 22.34890
21 C 10.29869 14.80773 13.34544
22 C 9.17995 13.99458 14.04916
23 C 9.30745 13.78464 15.56103
24 C 9.65392 15.07252 16.34670
25 C 8.56055 16.14677 16.32156
26 C 8.64573 17.23907 17.36531
27 H 10.05650 15.86843 13.20838
28 H 10.58018 14.43402 12.36912
29 H 11.21115 14.77172 13.96517
30 H 8.19358 14.45650 13.86062
31 H 9.05515 13.02200 13.52082
32 H 10.12189 12.98073 15.80235
33 H 8.32179 13.35821 15.92504
34 H 9.77178 14.91215 17.43129
35 H 10.62394 15.44236 15.93936
36 H 8.48573 16.47027 15.27317
37 H 7.60310 15.69548 16.49632
38 H 7.77677 17.88498 17.26862
39 H 8.63487 16.73070 18.38554
40 H 9.56227 17.75697 17.17130
41 C 17.49644 21.28418 19.36630
42 C 17.29533 19.74410 19.52928
43 C 16.86805 19.24353 20.88949
44 C 16.89939 17.72458 20.93042
45 C 16.55568 17.13307 22.31209
46 C 15.29986 17.69502 22.91114
47 H 16.57309 21.82823 19.63281
48 H 17.79941 21.56776 18.35950
49 H 18.19048 21.67809 20.11589
50 H 16.55200 19.47301 18.76003
51 H 18.19446 19.19170 19.11869
52 H 15.85036 19.55760 21.14311
53 H 17.53614 19.69684 21.62465
54 H 16.15132 17.44974 20.17214
55 H 17.86223 17.34326 20.55639
56 H 16.46935 16.04431 22.23303
57 H 17.38114 17.39415 22.94336
58 H 14.39110 17.60445 22.32052
59 H 15.05894 17.12337 23.83244
60 H 15.44301 18.76664 23.11788
61 C 14.70992 23.06844 10.32551
62 C 13.38337 22.60700 10.89841
63 C 12.65008 23.60080 11.86708
64 C 11.45375 22.85459 12.50832
65 C 11.78244 21.92554 13.69409
66 C 12.31057 22.71944 14.80248
67 H 14.55458 24.04519 9.87880
68 H 15.17845 22.36362 9.60589
69 H 15.50623 23.12249 11.05096
70 H 12.60675 22.40736 10.12666
71 H 13.44926 21.66616 11.39781
72 H 12.38570 24.42032 11.20721
73 H 13.23134 24.17284 12.60999
74 H 10.63556 23.55900 12.85490
75 H 10.88186 22.22486 11.79368
76 H 10.94888 21.31837 14.08226
77 H 12.54464 21.20848 13.37425
78 H 12.81737 22.11536 15.52916
79 H 13.06590 23.42523 14.39702
80 H 11.56990 23.31715 15.40896
81 C 15.56514 19.85636 12.79622
82 C 16.46240 19.17117 13.78432
83 C 16.26706 17.66294 13.86682
84 C 17.27367 17.04031 14.76064
85 C 17.16698 17.39455 16.25218
86 C 18.23533 16.59818 17.02025
87 H 14.48376 19.51808 13.01240
88 H 15.72130 19.51654 11.73982
89 H 15.61476 20.92658 12.89590
90 H 17.51035 19.42140 13.47730
91 H 16.38639 19.56414 14.79123
92 H 16.24214 17.26470 12.87558
93 H 15.31692 17.44086 14.33112
94 H 17.14628 15.98260 14.78247
95 H 18.30225 17.17685 14.48052
96 H 17.26238 18.50040 16.42326
97 H 16.17284 17.12041 16.57133
98 H 18.16016 16.74995 18.09295
99 H 18.13782 15.52215 16.86980
100 H 19.25227 16.90387 16.73773
101 C 14.68685 13.29667 12.50077
102 C 14.39332 13.03028 13.99580
103 C 13.50449 11.86603 14.33369
104 C 13.37677 11.64821 15.81268
105 C 12.61965 10.39803 16.26058
106 C 12.66146 10.36031 17.81055
107 H 13.75555 13.41030 11.90358
108 H 15.30205 12.48513 12.08240
109 H 15.31556 14.10732 12.34438
110 H 15.38718 12.96638 14.44510
111 H 13.94128 13.92178 14.37748
112 H 13.94517 10.93551 13.94001
113 H 12.51621 11.92990 13.84254
114 H 14.32222 11.70096 16.36865
115 H 12.81980 12.49721 16.23722
116 H 11.59562 10.43482 15.96475
117 H 13.10038 9.49039 15.96711
118 H 12.27738 11.26699 18.31523
119 H 12.21289 9.44574 18.09026
120 H 13.67766 10.29387 18.15891
121 C 13.40321 22.75321 20.85799
122 C 12.56018 22.35695 19.67301
123 C 11.35844 21.43597 20.03643
124 C 10.26745 21.56834 18.91822
125 C 10.68155 20.78669 17.73936
126 C 9.50704 20.66421 16.75429
127 H 13.01993 23.51661 21.51939
128 H 14.39532 23.04138 20.51444
129 H 13.54458 21.86035 21.45387
130 H 12.26405 23.24872 19.08758
131 H 13.29430 21.88861 18.96006
132 H 10.98457 21.80804 20.98056
133 H 11.63439 20.35380 20.03818
134 H 9.25612 21.22707 19.23900
135 H 10.13573 22.61984 18.70356
136 H 11.63629 21.19534 17.37592
137 H 11.03046 19.75986 18.18192
138 H 8.55481 20.50211 17.29120
139 H 9.42281 21.62021 16.20548
140 H 9.64610 19.90873 15.99793
141 C 10.48662 17.27693 21.94179
142 C 10.59979 16.10632 20.88838
143 C 10.81881 14.71522 21.47386
144 C 10.70700 13.59019 20.42408
145 C 9.31178 13.44881 19.82578
146 C 9.17336 12.21146 18.93028
147 H 10.59136 18.25368 21.41418
148 H 11.20910 17.17451 22.72924
149 H 9.50963 17.34871 22.35494
150 H 9.72883 16.03426 20.26203
151 H 11.45105 16.26849 20.21954
152 H 10.13603 14.43852 22.27300
153 H 11.81405 14.65502 21.88804
154 H 11.44820 13.67406 19.65819
155 H 10.92706 12.62107 20.90424
156 H 8.54220 13.35595 20.61108
157 H 8.96728 14.31127 19.22395
158 H 8.18869 12.12804 18.43888
159 H 9.94096 12.25481 18.14376
160 H 9.42922 11.32611 19.48825
161 C 11.99259 18.10214 13.42030
162 C 12.06997 18.02286 11.89272
163 C 11.19673 18.99452 11.09091
164 C 9.67949 18.98664 11.41714
165 C 8.94548 19.74092 10.35133
166 C 7.43937 19.80546 10.62810
167 H 12.17325 19.14350 13.75619
168 H 12.90766 17.62408 13.88524
169 H 11.12977 17.61924 13.84262
170 H 13.09862 18.16627 11.55942
171 H 11.81426 17.03507 11.54948
172 H 11.27167 18.78764 10.06519
173 H 11.63153 19.98703 11.16936
174 H 9.40145 17.91951 11.49484
175 H 9.51064 19.46184 12.40630
176 H 9.35771 20.70940 10.22322
177 H 9.11933 19.25379 9.38602
178 H 6.92566 18.86501 10.49127
179 H 7.20194 20.16157 11.66432
180 H 6.94474 20.56499 10.02297
181 Cl 13.67311 19.78677 16.13834
182 C 13.71399 18.35872 17.13806
183 Cl 13.82741 18.59367 18.96281
184 H 12.76988 17.82224 17.13315
185 H 14.52644 17.70010 16.93381
186 Cl 13.24454 26.18551 19.03274
187 C 13.64353 25.33305 17.49311
188 Cl 15.11477 24.39035 17.60933
189 H 12.82514 24.72616 17.20439
190 H 13.73459 26.18229 16.83319

Values from the calculation:
Orbital gap ... 11.25 eV
DFT total energy ... -4052.33440 a.u.
SMILES string ... CCCCCC.CCCCCC.CCCCCC.CCCCCC.CCCCCC.CCCCCC.CCCCCC.CCCCCC.CCCCCC.ClCCl.ClCCl

- Which of these has the highest DFT total energy?
  C3H8S

- The lowest DFT total energy belongs to which entry?
  C56H130Cl4

- DFT total energy of number 1 (C19H19N3O2)?
  -1050.23889 a.u.